Entry 1:
Computed, not measured: C44H60AsGeN2S2Si3Tc as an isolated structure at a distorted geometry, with wB97M-V/def2-TZVPD.

Kohn-Sham gap (spin up / spin down) in hartree: 0.192 / 0.192
Charge: +2
ΔE to the lowest compared entry with this formula, charge and spin in kcal per mole: 8.1
LUMO level (spin up / spin down) in eV: -7.6 / -7.6

Element x y z (Å)
Tc: -0.43 0.80 -0.29
C: 0.34 3.33 -2.29
N: -0.88 2.68 -1.78
C: -1.62 3.62 -0.89
C: -2.69 2.83 -0.17
N: -2.07 1.85 0.79
C: -3.15 0.90 1.10
C: -1.63 2.58 1.99
C: -2.56 3.06 2.90
C: -2.14 3.78 4.00
C: -0.78 4.02 4.19
C: 0.14 3.54 3.28
C: -0.28 2.82 2.16
S: 0.91 2.30 0.97
C: -1.68 2.26 -2.92
C: -2.27 3.17 -3.79
C: -2.97 2.72 -4.90
C: -3.08 1.36 -5.16
C: -2.48 0.45 -4.32
C: -1.79 0.90 -3.19
S: -1.19 -0.32 -2.09
H: 0.09 4.28 -2.79
H: 0.81 2.66 -3.02
H: 1.02 3.52 -1.46
H: -2.06 4.45 -1.46
H: -0.89 4.04 -0.19
H: -3.28 2.25 -0.88
H: -3.37 3.48 0.40
H: -4.08 1.43 1.33
H: -2.87 0.30 1.96
H: -3.33 0.26 0.23
H: -3.62 2.88 2.76
H: -2.86 4.15 4.71
H: -0.45 4.57 5.05
H: 1.19 3.72 3.43
H: -2.18 4.23 -3.62
H: -3.43 3.44 -5.56
H: -3.62 1.02 -6.03
H: -2.55 -0.61 -4.52
C: 0.99 0.05 -4.76
Si: 2.44 0.77 -3.79
C: 2.67 2.60 -4.15
C: 4.00 -0.10 -4.37
As: 2.07 0.28 -1.39
Si: 2.55 -2.11 -1.23
C: 3.99 -2.79 -2.23
C: 2.97 -2.35 0.57
C: 0.99 -2.97 -1.79
Si: 3.95 1.34 -0.17
C: 3.90 3.22 -0.24
C: 3.99 0.68 1.59
C: 5.47 0.79 -1.12
H: 0.98 0.51 -5.75
H: 0.01 0.23 -4.31
H: 1.11 -1.02 -4.90
H: 3.42 2.68 -4.93
H: 3.02 3.18 -3.31
H: 1.77 3.08 -4.53
H: 3.91 -0.17 -5.45
H: 4.14 -1.10 -4.00
H: 4.90 0.47 -4.16
H: 4.90 -2.20 -2.21
H: 3.73 -3.00 -3.26
H: 4.22 -3.74 -1.75
H: 4.03 -2.17 0.74
H: 2.76 -3.37 0.87
H: 2.41 -1.68 1.22
H: 0.68 -2.65 -2.78
H: 0.17 -2.81 -1.11
H: 1.18 -4.04 -1.83
H: 3.17 3.66 0.42
H: 3.74 3.60 -1.24
H: 4.88 3.56 0.07
H: 3.00 0.44 1.97
H: 4.42 1.44 2.23
H: 4.62 -0.21 1.66
H: 5.65 1.43 -1.97
H: 5.44 -0.24 -1.46
H: 6.34 0.88 -0.47
C: -0.51 -0.58 0.74
Ge: -1.29 -2.06 1.95
C: -0.01 -3.31 2.70
C: -0.08 -4.68 2.46
C: 0.77 -5.55 3.12
C: 1.69 -5.06 4.04
C: 1.74 -3.70 4.31
C: 0.89 -2.84 3.65
C: -2.64 -2.82 0.76
C: -3.96 -2.36 0.82
C: -4.94 -2.92 0.01
C: -4.62 -3.93 -0.87
C: -3.32 -4.40 -0.95
C: -2.34 -3.84 -0.14
C: -2.02 -1.16 3.51
C: -1.35 -0.11 4.12
C: -1.78 0.39 5.34
C: -2.90 -0.16 5.95
C: -3.58 -1.21 5.35
C: -3.13 -1.71 4.14
H: -0.80 -5.08 1.77
H: 0.71 -6.61 2.93
H: 2.35 -5.74 4.56
H: 2.43 -3.32 5.04
H: 0.93 -1.78 3.89
H: -4.23 -1.59 1.52
H: -5.96 -2.56 0.08
H: -5.39 -4.37 -1.49
H: -3.07 -5.19 -1.63
H: -1.33 -4.22 -0.21
H: -0.47 0.32 3.67
H: -1.25 1.20 5.81
H: -3.25 0.23 6.89
H: -4.44 -1.64 5.83
H: -3.65 -2.55 3.69

These are the Mulliken partial charges, in e, on atoms 1 to 2: -1.7504 -0.9785

Entry 2:
Computed, not measured: a 2-piece molecular cluster, C2H6NO2 overall at a distorted geometry, with wB97M-V/def2-TZVPD.

Kohn-Sham gap in hartree: 0.276
Charge: -1
ΔE to the lowest compared entry with this formula, charge and spin in kcal per mole: 40.1
LUMO level in eV: 4.1

Element x y z (Å)
C: -1.84 0.88 -0.29
O: -0.76 1.26 -1.09
H: -1.76 1.30 0.72
H: -2.76 1.29 -0.71
H: -1.97 -0.19 -0.12
C: 2.15 -0.91 0.70
N: 0.99 -0.60 0.14
O: 3.10 -1.60 0.27
H: 2.26 -0.54 1.75
H: -0.11 0.52 -1.00
H: 0.69 -1.43 -0.38

These are the Mulliken partial charges, in e, on atoms 1 to 2: -0.5677 -0.5445

Entry 3:
Computed, not measured: C34H40AsReS4Si as an isolated structure, with wB97M-V/def2-TZVPD.

Kohn-Sham gap (spin up / spin down) in hartree: 0.239 / 0.219
Charge: +3
ΔE to the lowest compared entry with this formula, charge and spin in kcal per mole: 45.2
Multiplicity: 2
LUMO level (spin up / spin down) in eV: -9.0 / -9.6

Element x y z (Å)
Re: 0.56 1.39 -0.08
C: 3.25 -0.31 1.11
C: 3.72 0.40 -0.14
S: 2.32 0.50 -1.31
C: 2.85 1.93 -2.32
C: 1.64 2.42 -3.09
S: 0.19 2.78 -2.02
C: 0.44 4.49 -1.45
C: 1.44 4.66 -0.31
S: 1.00 3.46 1.00
C: 2.55 3.24 1.93
C: 2.42 1.97 2.75
S: 1.77 0.52 1.81
H: 4.03 -0.36 1.87
H: 2.91 -1.32 0.89
H: 4.53 -0.16 -0.61
H: 4.07 1.41 0.07
H: 3.65 1.61 -3.00
H: 3.25 2.69 -1.64
H: 1.28 1.65 -3.77
H: 1.86 3.31 -3.68
H: -0.55 4.82 -1.15
H: 0.74 5.09 -2.31
H: 1.37 5.66 0.11
H: 2.46 4.47 -0.62
H: 2.70 4.08 2.60
H: 3.37 3.20 1.22
H: 1.72 2.10 3.57
H: 3.38 1.68 3.18
C: -5.42 -0.01 -0.84
C: -4.89 -1.28 -0.64
C: -3.52 -1.48 -0.65
C: -2.67 -0.39 -0.85
C: -3.20 0.88 -1.05
C: -4.57 1.07 -1.04
As: -0.77 -0.63 -0.99
C: -0.37 -2.48 -0.67
C: -0.59 -3.24 0.46
C: -0.28 -4.59 0.46
C: 0.28 -5.17 -0.68
C: 0.48 -4.42 -1.83
C: 0.14 -3.07 -1.85
C: 0.14 -2.20 -3.05
C: 0.51 -2.59 -4.33
C: 0.33 -1.72 -5.39
C: -0.24 -0.46 -5.19
C: -0.60 -0.06 -3.91
C: -0.39 -0.92 -2.85
H: -6.49 0.13 -0.86
H: -5.55 -2.12 -0.50
H: -3.12 -2.47 -0.52
H: -2.54 1.73 -1.21
H: -4.98 2.06 -1.21
H: -1.05 -2.79 1.33
H: -0.47 -5.20 1.33
H: 0.52 -6.22 -0.67
H: 0.86 -4.90 -2.71
H: 0.92 -3.57 -4.51
H: 0.61 -2.03 -6.39
H: -0.42 0.19 -6.04
H: -1.09 0.90 -3.77
C: 1.26 -0.08 5.09
Si: 0.61 -0.86 3.55
C: 1.43 -2.43 3.03
C: -1.06 -0.35 2.96
C: -1.37 0.96 2.53
C: -2.67 1.33 2.25
C: -3.70 0.41 2.39
C: -3.43 -0.88 2.84
C: -2.12 -1.25 3.13
H: 0.86 -0.65 5.94
H: 0.91 0.94 5.23
H: 2.35 -0.12 5.16
H: 0.99 -3.30 3.54
H: 2.48 -2.40 3.32
H: 1.32 -2.62 1.97
H: -0.60 1.73 2.51
H: -2.89 2.34 1.94
H: -4.72 0.70 2.18
H: -4.23 -1.59 2.98
H: -1.93 -2.26 3.48

These are the Mulliken partial charges, in e, on atoms 1 to 2: 0.8328 -1.1700

Entry 4:
Computed, not measured: a 2-piece molecular cluster, C9H21N2Si overall at a distorted geometry, with wB97M-V/def2-TZVPD.

Kohn-Sham gap in hartree: 0.295
Charge: +1
ΔE to the lowest compared entry with this formula, charge and spin in kcal per mole: 52.8
LUMO level in eV: -3.6

Element x y z (Å)
C: -1.33 0.67 0.15
C: -2.30 -1.26 -0.63
C: -0.78 -1.39 -0.46
C: -1.16 2.13 0.58
C: -0.62 -2.49 0.53
C: -3.82 0.77 -0.15
C: 2.66 0.90 1.64
C: 2.36 1.58 -1.53
C: 3.08 -1.47 -0.30
N: -2.48 0.12 -0.24
N: -0.30 -0.04 0.04
Si: 2.57 0.30 -0.17
H: -2.75 -1.43 -1.66
H: -2.89 -2.06 0.02
H: -0.29 -1.60 -1.34
H: -0.86 2.64 -0.37
H: -0.18 2.16 1.15
H: -1.91 2.68 1.19
H: -1.19 -2.40 1.46
H: 0.38 -2.59 1.03
H: -0.70 -3.49 0.10
H: -3.78 1.69 -0.88
H: -4.51 0.22 -0.68
H: -4.14 1.14 0.82
H: 1.61 1.09 1.94
H: 2.86 0.05 2.22
H: 3.14 1.84 1.97
H: 2.02 2.48 -1.08
H: 3.48 1.90 -1.76
H: 2.05 1.14 -2.36
H: 4.18 -1.56 -0.48
H: 2.77 -2.00 0.56
H: 2.85 -1.71 -1.29

These are the Mulliken partial charges, in e, on atoms 1 to 2: 0.1331 -0.8382

Entry 5:
Computed, not measured: one molecule with the formula C7H9NO2 at a distorted geometry, with wB97M-V/def2-TZVPD.

Kohn-Sham gap in hartree: 0.318
ΔE to the lowest compared entry with this formula, charge and spin in kcal per mole: 182.5
LUMO level in eV: 0.8

Element x y z (Å)
C: 0.30 1.11 -0.90
C: -0.25 1.28 0.31
C: 0.99 -0.16 -0.49
C: 0.28 0.04 0.94
C: 0.39 -1.55 -1.00
C: -0.69 -1.55 -0.08
C: -0.84 2.32 1.11
N: 1.57 -0.36 0.72
O: 0.06 -1.45 -2.42
O: -0.84 -2.51 0.87
H: 0.33 1.75 -1.72
H: 1.17 -2.28 -0.84
H: -1.63 -0.96 -0.25
H: -1.09 3.16 0.47
H: -1.69 1.81 1.70
H: -0.19 2.62 1.89
H: 2.22 0.26 1.16
H: -0.10 -0.54 -2.62
H: 0.01 -2.98 1.15

These are the Mulliken partial charges, in e, on atoms 1 to 2: -1.5077 0.8459

Entry 6:
Computed, not measured: a 2-piece molecular cluster, C6H11NO overall at a distorted geometry, with wB97M-V/def2-TZVPD.

Kohn-Sham gap in hartree: 0.257
ΔE to the lowest compared entry with this formula, charge and spin in kcal per mole: 123.5
LUMO level in eV: 0.7

Element x y z (Å)
C: -0.67 1.45 0.15
C: -0.32 -1.13 1.82
C: -1.19 0.15 -0.18
C: 0.90 0.30 -0.73
N: 1.88 0.48 0.15
C: -0.87 -1.04 0.44
C: 0.95 -0.10 -2.00
O: -1.93 0.04 -1.32
H: -1.98 0.90 -1.75
H: 2.57 -0.25 0.27
H: 1.78 1.16 0.89
H: -0.40 1.64 1.18
H: -1.00 2.30 -0.44
H: -1.22 -1.94 -0.04
H: 0.13 -0.60 -2.50
H: 1.84 0.13 -2.57
H: -0.52 -2.11 2.26
H: 0.78 -1.00 1.86
H: -0.74 -0.37 2.49

These are the Mulliken partial charges, in e, on atoms 1 to 2: -1.3070 -1.1389